C19H15N5O2PtS | the ωB97M-V functional and the def2-TZVPD basis

Output
Molecular weight, g mol⁻¹: 572.5
Spin multiplicity: 1
HOMO energy, eV: -7.91
Maximum force, eV/Å: 0.149
Relative energy (zero: lowest compared OMol25 entry of this formula, charge and spin), kcal per mole: 0.0

Cartesian coordinates (Å):
Pt (0.452, -0.481, 0.050)
N (4.113, 1.025, -1.563)
C (3.050, 0.564, -0.875)
S (1.535, 0.442, -1.726)
N (3.274, 0.240, 0.383)
N (2.160, -0.259, 0.977)
C (2.210, -0.640, 2.217)
C (3.433, -0.551, 3.045)
C (3.991, 0.687, 3.346)
C (5.121, 0.763, 4.144)
C (5.705, -0.395, 4.639)
C (5.157, -1.632, 4.335)
C (4.021, -1.710, 3.542)
C (0.950, -1.173, 2.765)
C (0.786, -1.575, 4.080)
C (-0.452, -2.059, 4.482)
C (-1.490, -2.125, 3.571)
C (-1.269, -1.696, 2.270)
N (-0.082, -1.235, 1.894)
H (3.979, 1.417, -2.476)
H (4.962, 1.220, -1.061)
H (3.541, 1.585, 2.945)
H (5.549, 1.729, 4.378)
H (6.590, -0.333, 5.259)
H (5.614, -2.538, 4.711)
H (3.594, -2.676, 3.298)
H (1.613, -1.504, 4.771)
H (-0.599, -2.377, 5.505)
H (-2.466, -2.495, 3.850)
H (-2.026, -1.704, 1.494)
O (-3.581, -0.985, -0.852)
C (-2.473, -0.562, -1.142)
O (-1.400, -0.988, -0.564)
C (-2.370, 0.491, -2.230)
C (-3.542, 1.085, -2.688)
C (-3.456, 2.030, -3.693)
C (-2.208, 2.343, -4.211)
C (-1.100, 1.695, -3.691)
N (-1.173, 0.789, -2.721)
H (-4.482, 0.785, -2.249)
H (-4.348, 2.514, -4.071)
H (-2.092, 3.074, -5.000)
H (-0.104, 1.911, -4.063)

Atomic partial charges in e from the Löwdin method, atoms 1 to 5: 0.98 0.08 -0.83 0.60 0.02